(1)
Density functional theory data (ωB97M-V with the def2-TZVPD basis set) for a single C3H6N2S2 molecule at a distorted geometry.

The calculation puts the molar mass at 134.23 g mol⁻¹. For the energy above the lowest of the compared OMol25 structures with the same formula, charge and spin, the calculation gives 82.95 kcal per mole. For the total energy, the calculation gives -1023.6707 hartree. As for the net charge: 0. The HOMO energy is -8.30 eV.

XYZ file:
```
13
Properties=species:S:1:pos:R:3:forces:R:3:mulliken_charge:R:1
C -0.400 0.463 0.570 -0.68 1.24 -0.36 0.226
C 2.368 0.502 0.301 0.05 4.67 -0.88 0.002
C -1.494 -0.245 -0.196 -1.16 -0.23 0.63 -1.052
N 0.471 -0.495 1.232 1.59 -0.17 -0.23 -0.288
N 1.673 -0.377 1.021 -0.21 -1.56 1.25 -0.046
S 0.347 1.752 -0.344 2.24 -0.33 -0.44 -0.279
S 3.569 0.140 -0.917 0.39 0.78 0.30 -0.141
H -0.774 1.035 1.432 -0.60 -0.65 0.09 0.238
H 2.813 1.515 0.752 -1.43 -2.58 -0.25 0.296
H -1.947 -0.978 0.524 -0.04 0.51 -0.96 0.324
H -1.232 -0.723 -1.153 0.55 0.03 0.64 0.272
H -2.197 0.551 -0.501 -0.06 -0.60 0.42 0.314
H 3.297 -1.086 -1.253 -0.64 -1.11 -0.21 0.132
```
Forces are in eV/Å.

---

(2)
Density functional theory data (ωB97M-V with the def2-TZVPD basis set) for a single C5H8O molecule.

The calculation puts the molar mass at 84.12 g mol⁻¹. For the energy above the lowest of the compared OMol25 structures with the same formula, charge and spin, the calculation gives 78.14 kcal per mole. For the total energy, the calculation gives -270.4334 hartree. As for the net charge: 0. The HOMO energy is -9.33 eV.

XYZ file:
```
14
Properties=species:S:1:pos:R:3:forces:R:3:mulliken_charge:R:1
O -2.065 0.116 -0.625 0.12 0.95 0.01 -0.549
C -0.740 0.190 -0.209 0.30 0.03 0.18 0.175
C -0.357 -0.716 0.932 0.01 -0.32 0.17 -0.354
C 1.001 -0.244 0.380 0.42 -0.24 0.09 -0.479
C 0.430 -0.261 -1.054 0.12 -0.21 -0.20 -0.542
C 0.628 1.199 0.579 -0.30 0.07 -0.12 -0.679
H -2.142 0.001 -1.584 0.34 0.34 0.33 0.330
H -0.617 -1.767 0.790 -0.01 -0.01 -0.11 0.242
H -0.666 -0.350 1.918 0.31 -0.27 -0.08 0.254
H 1.955 -0.711 0.590 0.15 0.19 0.32 0.488
H 0.851 0.479 -1.747 -0.02 -0.25 0.12 0.263
H 0.335 -1.246 -1.520 -0.11 -0.02 0.04 0.317
H 0.532 1.511 1.632 -0.47 -0.14 -0.45 0.274
H 1.292 1.910 0.056 -0.84 -0.13 -0.31 0.261
```
Forces are in eV/Å.

---

(3)
Density functional theory data (ωB97M-V with the def2-TZVPD basis set) for a molecular structure, C27H33BN11PtS at a distorted geometry.

As for the expectation value of S²: 1.062. The calculation puts the molar mass at 749.60 g mol⁻¹. Its multiplicity is 2. For the total energy, the calculation gives -2193.3894 hartree. As for the net charge: 0. The HOMO energy (alpha / beta) is -6.84 / -7.05 eV.

XYZ file:
```
74
Properties=species:S:1:pos:R:3:forces:R:3:lowdin_spin:R:1
Pt -0.003 -0.090 0.110 -0.59 1.29 -0.83 -0.039
C 2.453 1.658 -1.960 -0.01 -0.01 0.08 -0.002
C 1.776 0.510 -2.617 0.03 -0.08 -0.15 0.007
C 2.162 -0.290 -3.701 -0.09 0.01 0.08 0.003
C 1.160 -1.230 -3.822 0.06 0.12 0.09 0.006
N 0.228 -0.984 -2.884 0.25 -0.24 -0.57 0.002
N 0.617 0.069 -2.149 0.06 0.21 1.22 0.028
B -1.082 -1.714 -2.517 -0.05 -0.05 0.66 0.000
N -2.090 -0.650 -2.035 -0.11 -0.29 -0.28 0.000
C -3.281 -0.348 -2.579 -0.12 0.30 0.18 -0.001
C -3.802 0.738 -1.912 0.26 -0.21 -0.06 -0.001
C -2.845 1.063 -0.944 -0.08 0.22 0.11 -0.004
C -2.860 2.181 0.033 -0.03 0.01 0.06 -0.002
N -1.835 0.209 -1.035 1.02 -0.14 1.34 -0.013
N -0.777 -2.700 -1.360 -0.03 -0.55 -0.22 -0.003
C -0.749 -4.041 -1.388 0.12 -0.30 0.12 -0.001
C -0.468 -4.495 -0.117 0.11 0.08 -0.08 -0.001
C -0.316 -3.340 0.660 -0.18 -0.10 -0.52 -0.003
C 0.024 -3.245 2.103 -0.05 0.19 0.00 0.001
N -0.512 -2.279 -0.118 0.17 0.04 0.55 -0.048
N -1.722 -2.496 -3.641 0.14 -0.07 -0.35 0.000
C -1.617 -2.497 -4.990 -0.04 0.01 -0.24 0.000
C -2.594 -3.324 -5.490 0.10 0.12 0.07 0.000
C -3.286 -3.790 -4.357 0.31 0.21 -0.04 0.000
C -4.471 -4.686 -4.267 0.01 0.06 0.11 0.000
N -2.746 -3.285 -3.266 -0.55 -0.28 0.49 0.000
H 2.847 2.362 -2.690 0.02 0.02 -0.03 0.000
H 3.277 1.312 -1.333 0.05 0.04 0.01 0.000
H 1.732 2.165 -1.318 0.07 0.05 0.01 -0.003
H 3.044 -0.199 -4.300 0.18 0.02 -0.16 0.000
H 1.081 -2.058 -4.497 -0.12 -0.15 -0.16 0.001
H -3.696 -0.908 -3.390 0.04 -0.22 -0.20 0.000
H -4.739 1.224 -2.091 -0.14 0.12 -0.04 0.000
H -3.321 3.066 -0.400 -0.02 0.03 -0.14 0.000
H -1.838 2.407 0.336 -0.19 0.12 0.04 -0.002
H -3.423 1.895 0.924 0.14 0.08 -0.04 0.000
H -0.933 -4.595 -2.285 -0.11 -0.01 -0.13 0.000
H -0.392 -5.509 0.215 0.02 -0.24 0.02 0.000
H -0.113 -4.217 2.572 0.04 0.01 0.07 0.000
H -0.612 -2.512 2.596 -0.01 0.06 0.07 0.000
H 1.061 -2.932 2.237 0.05 0.00 0.07 0.001
H -0.885 -1.914 -5.515 0.12 0.13 -0.01 0.000
H -2.787 -3.569 -6.514 0.00 0.01 -0.26 0.000
H -4.634 -5.209 -5.205 -0.05 -0.08 -0.06 0.000
H -5.360 -4.100 -4.032 -0.07 -0.07 -0.03 0.000
H -4.324 -5.407 -3.466 -0.08 -0.07 -0.02 0.000
C 1.644 1.658 2.620 0.47 -0.09 0.16 0.053
C 2.386 0.528 2.049 -1.15 0.65 -0.37 0.252
C 3.602 0.004 2.506 1.21 -1.14 -0.38 0.132
C 3.954 -0.999 1.619 0.41 0.72 1.32 0.136
C 2.920 -1.079 0.668 -0.65 -0.15 -0.76 0.258
C 2.877 -2.012 -0.490 0.06 0.09 0.30 0.043
N 1.974 -0.155 0.939 -1.28 -0.25 -0.21 0.002
H 2.253 2.202 3.336 0.18 0.06 0.01 0.002
H 0.750 1.269 3.140 0.09 0.14 -0.11 0.026
H 1.275 2.328 1.845 -0.12 -0.06 0.00 0.007
H 4.142 0.359 3.364 0.10 0.04 0.09 0.003
H 4.827 -1.623 1.638 0.16 -0.07 -0.02 0.003
H 3.738 -2.674 -0.464 0.06 -0.04 0.02 -0.001
H 2.895 -1.462 -1.429 -0.07 0.09 -0.11 0.014
H 1.972 -2.615 -0.480 -0.20 -0.04 -0.01 0.012
C -0.710 0.778 7.217 -0.02 -0.01 0.09 -0.001
C -1.614 0.466 6.071 -0.45 -0.02 0.14 0.000
C -2.951 0.111 6.248 0.18 0.04 -0.06 0.013
C -3.675 -0.172 5.100 0.08 0.10 0.37 -0.002
N -3.155 -0.075 3.893 -0.34 -0.19 -0.20 0.013
C -1.885 0.314 3.824 0.49 -0.59 -0.40 0.013
S -1.259 0.693 2.258 -0.10 0.43 -1.44 0.081
N -1.088 0.558 4.859 0.34 0.01 0.34 0.014
H -1.253 0.767 8.157 -0.01 0.00 0.14 0.000
H -0.258 1.758 7.075 0.04 0.02 -0.01 0.000
H 0.092 0.043 7.262 0.08 -0.02 0.02 0.000
H -3.389 0.064 7.231 -0.09 -0.06 0.11 0.001
H -4.712 -0.476 5.143 -0.13 -0.05 0.10 0.000
```
Forces are in eV/Å.